Record 1
11
Properties=species:S:1:pos:R:3:lowdin_charge:R:1 method="wB97M-V/def2-TZVPD" energy_ev=-8320.565 multiplicity=1 e_homo_ev=-8.45 gap_ev=9.29
C -0.28604 0.35480 0.00254 -0.5506
N 0.75687 1.23238 -0.15955 0.1293
N 0.18658 -1.32789 1.21176 -0.0174
N -0.81081 -0.23637 -1.13329 0.1000
F -1.19570 0.86922 0.88529 0.0205
H 1.47186 0.94752 -0.81014 0.1021
H 1.10951 1.62288 0.70370 0.1040
H 1.11642 -1.05688 1.53561 -0.0399
H 0.34893 -1.99539 0.45621 -0.0409
H -1.56602 -0.86447 -0.88393 0.0949
H -1.13160 0.45420 -1.80822 0.0979

Record 2
10
Properties=species:S:1:pos:R:3:lowdin_charge:R:1 method="wB97M-V/def2-TZVPD" energy_ev=-6160.739 multiplicity=1 e_homo_ev=-8.76 gap_ev=9.62
N -0.12489 -0.20683 1.16246 0.0452
C 1.00470 0.27882 0.57528 -0.3959
O 1.62484 -0.41620 -0.21021 0.0255
H 0.12149 -0.50773 2.06724 0.0769
H -0.80997 0.42738 1.53237 0.0898
H 1.31651 1.29602 0.82534 0.1235
N -0.77424 -0.21781 -1.44491 0.0321
H -1.21549 -0.74598 -0.76421 -0.0245
H -1.21391 0.60486 -1.93283 0.0546
H 0.07096 -0.51253 -1.81053 -0.0273